(1)
Molecular formula: C5H8O2
Method: DFT, wB97M-V/def2-TZVPD

Cartesian coordinates (Å):
1 C 1.58334 -0.19313 0.20857
2 C 1.07343 0.78350 -0.83164
3 O -0.15581 1.34060 -0.39784
4 C -1.13104 0.34488 -0.35494
5 C -1.61083 -0.11992 0.98847
6 C -0.69873 -0.99047 0.16398
7 O 0.62712 -1.18880 0.55721
8 H 2.47709 -0.71027 -0.16149
9 H 1.86118 0.36519 1.11211
10 H 1.77686 1.61214 -0.94337
11 H 0.94872 0.29353 -1.80817
12 H -1.83668 0.37835 -1.18440
13 H -1.14972 0.35401 1.84904
14 H -2.65796 -0.38686 1.10708
15 H -1.10697 -1.88275 -0.30460

Cartesian forces, eV/Å:
C 0.158 0.186 -0.032
C 0.167 -0.052 -0.061
O 0.006 0.088 0.026
C -0.154 -0.066 -0.110
C -0.072 -0.002 0.162
C -0.114 -0.141 -0.097
O -0.015 -0.084 -0.009
H -0.134 0.062 0.057
H -0.074 -0.064 -0.064
H -0.039 -0.122 0.009
H -0.020 0.052 0.096
H 0.089 0.017 0.100
H -0.043 0.005 -0.126
H 0.224 -0.026 -0.049
H 0.022 0.148 0.096

## Properties
SMILES string = C1CO[C@@H]2C[C@@H]2O1
LUMO energy = 0.040 hartree
energy = -9407.6650 eV

---

(2)
Molecular formula: C5H8O2
Method: DFT, wB97M-V/def2-TZVPD

Cartesian coordinates (Å):
1 C -0.13783 -1.07912 -0.60379
2 C 0.07392 -1.12609 0.70709
3 C 1.18689 -0.17461 1.06206
4 O 1.42560 0.56284 -0.12566
5 C 0.83565 -0.11727 -1.22902
6 H -0.86716 -1.64656 -1.17051
7 H -0.43295 -1.75755 1.42792
8 H 0.92534 0.52999 1.86419
9 H 2.09167 -0.71836 1.37945
10 H 0.36769 0.62379 -1.88801
11 H 1.60021 -0.66458 -1.80143
12 C -1.76508 1.39093 0.10118
13 O -1.89951 1.60443 -1.07799
14 H -2.53672 0.85721 0.69306
15 H -0.86772 1.71495 0.66146

Cartesian forces, eV/Å:
C 0.108 -0.018 0.211
C -0.024 0.027 -0.207
C -0.039 -0.109 0.243
O 0.073 0.006 -0.032
C -0.149 -0.037 -0.171
H 0.117 0.038 0.081
H 0.047 0.086 -0.087
H 0.028 -0.126 -0.095
H -0.085 0.074 -0.038
H 0.037 -0.134 0.120
H -0.043 0.080 0.011
C -0.068 0.045 -0.290
O 0.018 -0.028 0.523
H 0.060 0.067 -0.130
H -0.078 0.031 -0.140

## Properties
SMILES string = C1=CCOC1.C=O
LUMO energy = 0.034 hartree
energy = -9407.6177 eV

---

(3)
Molecular formula: C5H8O2
Method: DFT, wB97M-V/def2-TZVPD

Cartesian coordinates (Å):
1 C 0.48952 -1.68917 -0.73783
2 C -0.36927 -0.44568 -0.77284
3 O -1.53944 -0.50051 0.08820
4 C -1.20506 0.76184 0.65425
5 C 0.08312 0.65346 1.41418
6 C 0.09091 0.83392 -0.08166
7 O 0.69048 1.89798 -0.72313
8 H 0.94861 -1.82888 0.24624
9 H -0.10733 -2.57762 -0.96683
10 H 1.28536 -1.61046 -1.48760
11 H -0.69797 -0.21988 -1.79517
12 H -1.99068 1.48796 0.83559
13 H 0.36649 1.55133 1.95884
14 H 0.35416 -0.29086 1.88296
15 H 1.62176 1.90511 -0.46720

Cartesian forces, eV/Å:
C 0.026 -0.006 0.023
C 0.247 -0.132 -0.214
O -0.083 -0.079 0.044
C -0.200 0.278 0.117
C 0.139 -0.037 0.135
C -0.141 -0.140 0.064
O 0.247 0.014 0.042
H -0.094 0.009 -0.130
H 0.056 0.134 0.003
H -0.110 -0.007 0.109
H 0.044 -0.001 0.113
H 0.124 -0.135 -0.008
H -0.065 -0.113 -0.094
H -0.053 0.146 -0.087
H -0.138 0.070 -0.116

## Properties
LUMO energy = 0.029 hartree
energy = -9407.3639 eV

---

(4)
Molecular formula: C5H8O2
Method: DFT, wB97M-V/def2-TZVPD

Cartesian coordinates (Å):
1 C -2.39287 0.02158 -0.51115
2 C -1.43690 -0.04123 0.58178
3 C -0.15885 -0.87996 0.03114
4 O 1.29492 -1.12458 0.18476
5 C 1.91598 0.08447 -0.29583
6 O 0.92442 1.28649 -0.21026
7 C -0.05168 0.55777 0.47288
8 H -2.93628 -0.87216 -0.77167
9 H -1.96123 0.31452 -1.55055
10 H -3.30164 0.77177 -0.12152
11 H -1.58544 0.01395 1.77538
12 H -0.13104 -1.00766 -1.05995
13 H 1.92965 -0.21321 -1.40291
14 H 2.84728 0.44071 0.13029
15 H 0.12997 0.80102 1.53200

Cartesian forces, eV/Å:
C -3.645 2.226 -1.197
C 2.040 0.059 2.161
C 2.992 2.056 -0.208
O 0.872 -0.538 2.777
C -2.218 -0.179 -3.209
O 0.460 -2.308 -0.884
C -1.500 1.326 1.048
H -0.087 -0.702 0.496
H -0.507 0.146 2.161
H 2.460 -1.537 -1.445
H -0.817 -0.663 -3.235
H -1.569 0.548 0.158
H 0.832 1.416 1.119
H 0.032 -0.664 0.374
H 0.656 -1.186 -0.116

## Properties
SMILES string = CC1[C@@H]2OCO[C@@H]12
LUMO energy = 0.032 hartree
energy = -9402.4729 eV

---

(5)
Molecular formula: C5H8O2
Method: DFT, wB97M-V/def2-TZVPD

Cartesian coordinates (Å):
1 C -1.57501 -1.05625 -0.73164
2 C -0.38612 -0.33544 -0.16203
3 O -0.46292 1.05447 -0.45176
4 C 0.51007 1.74010 0.28207
5 O 1.75059 1.69095 -0.34420
6 C 0.91358 -1.03857 0.00291
7 C 0.26570 -0.76761 1.10161
8 H -1.55355 -1.03783 -1.82550
9 H -2.50421 -0.59628 -0.38689
10 H -1.53885 -2.09719 -0.39822
11 H 0.55373 1.24497 1.26642
12 H 0.22944 2.78158 0.43050
13 H 1.93234 0.74168 -0.43687
14 H 1.70257 -1.62772 -0.43735
15 H 0.18169 -0.90333 2.16773

Cartesian forces, eV/Å:
C -0.093 -0.008 -0.020
C -0.165 -0.301 0.044
O 0.094 -0.046 0.101
C -0.203 0.186 0.331
O 0.160 -0.076 -0.070
C -0.194 -0.377 0.216
C -0.020 -0.452 -0.086
H -0.048 0.049 0.121
H 0.039 -0.046 -0.080
H -0.110 0.143 -0.114
H 0.138 0.497 0.028
H -0.055 -0.047 -0.322
H 0.311 0.341 -0.050
H 0.104 0.181 -0.069
H 0.043 -0.043 -0.030

## Properties
SMILES string = CC1(OCO)C=C1
LUMO energy = 0.035 hartree
energy = -9406.5026 eV

---

(6)
Molecular formula: C5H8O2
Method: DFT, wB97M-V/def2-TZVPD

Cartesian coordinates (Å):
1 C 1.27436 1.74896 0.71855
2 C 0.51716 0.51755 1.11412
3 O 1.11857 -0.72131 0.95836
4 C -0.69986 0.55320 1.63055
5 O -1.78518 0.57721 2.07775
6 H 2.25596 1.75158 1.20514
7 H 1.43577 1.78026 -0.36663
8 H 0.74406 2.66087 1.01102
9 H 0.83165 -1.06825 0.09514
10 C -0.52438 -1.78776 -1.57197
11 C -1.36278 -0.80954 -1.23480
12 H 0.17921 -1.67781 -2.39425
13 H -0.53015 -2.74567 -1.05609
14 H -1.37348 0.14164 -1.76180
15 H -2.08090 -0.92093 -0.42509

Cartesian forces, eV/Å:
C 0.029 0.051 -0.007
C -0.268 0.257 0.136
O -0.025 -0.097 -0.176
C -0.527 0.006 0.218
O 0.847 0.003 -0.316
H -0.133 0.004 -0.046
H -0.027 -0.022 0.143
H 0.050 -0.149 -0.037
H 0.051 -0.016 0.147
C -0.147 0.106 -0.020
C 0.119 -0.129 -0.029
H -0.107 -0.001 0.114
H -0.014 0.142 -0.062
H 0.030 -0.144 0.065
H 0.123 -0.011 -0.129

## Properties
SMILES string = CC(O)=C=O.C=C
LUMO energy = 0.032 hartree
energy = -9407.2486 eV

---

(7)
Molecular formula: C5H8O2
Method: DFT, wB97M-V/def2-TZVPD

Cartesian coordinates (Å):
1 C -0.19839 -0.26308 -1.87420
2 C -0.26005 0.83220 -1.11877
3 C 0.39109 1.10838 0.22842
4 C 0.79679 -0.13187 1.06831
5 C -0.17651 -1.28864 1.05058
6 O 0.13530 -2.38164 0.70445
7 O -1.45687 -0.95232 1.39211
8 H 0.21767 -1.21628 -1.59595
9 H -0.64691 -0.20616 -2.85801
10 H -0.53401 1.77373 -1.58846
11 H 1.18391 1.84641 0.12754
12 H -0.35772 1.59587 0.86552
13 H 1.81582 -0.44937 0.85421
14 H 0.81488 0.15727 2.12766
15 H -1.72501 -0.42450 0.61659

Cartesian forces, eV/Å:
C -0.594 0.436 0.004
C 1.677 0.543 0.019
C -1.412 -1.014 0.752
C 0.571 0.640 0.501
C 0.822 0.471 -0.941
O -0.076 -0.813 0.395
O -0.148 0.116 -0.515
H 0.073 -0.084 0.308
H 0.083 -0.110 -0.077
H -0.629 -0.204 -0.086
H 0.259 -0.224 -0.065
H -0.059 0.302 -0.308
H -0.204 -0.398 -0.292
H 0.072 0.242 -0.129
H -0.434 0.095 0.435

## Properties
SMILES string = C=CCCC(=O)O
LUMO energy = 0.028 hartree
energy = -9408.7791 eV

---

(8)
Molecular formula: C5H8O2
Method: DFT, wB97M-V/def2-TZVPD

Cartesian coordinates (Å):
1 C -2.04468 0.30408 -0.29515
2 C -0.53223 0.30850 -0.07804
3 O -0.30784 -0.16206 1.24281
4 C 0.98310 -0.27997 1.64604
5 C 2.08220 -0.37248 0.90076
6 C 0.01587 -0.62091 -1.14359
7 O 0.36325 0.16919 -2.14308
8 H -2.41635 -0.72427 -0.27200
9 H -2.53911 0.86682 0.50042
10 H -2.30297 0.75013 -1.26087
11 H -0.12668 1.32998 -0.17506
12 H 1.02915 -0.29734 2.73133
13 H 3.04163 -0.47163 1.39417
14 H 2.07395 -0.40715 -0.18249
15 H 0.68072 -0.39289 -2.86526

Cartesian forces, eV/Å:
C -0.133 -0.035 -0.043
C -0.074 -0.023 -0.145
O 0.035 0.025 -0.081
C 0.208 -0.036 0.039
C -0.127 0.037 0.078
C 0.015 0.388 -0.042
O -0.032 -0.382 0.009
H 0.035 0.121 -0.006
H 0.142 -0.026 -0.079
H 0.088 -0.051 0.156
H 0.024 -0.178 0.042
H 0.013 -0.061 -0.115
H -0.133 0.035 -0.025
H 0.044 0.082 0.188
H -0.104 0.104 0.023

## Properties
LUMO energy = 0.026 hartree
energy = -9406.0738 eV

---

(9)
Molecular formula: C5H8O2
Method: DFT, wB97M-V/def2-TZVPD

Cartesian coordinates (Å):
1 O -0.34234 -1.04753 2.17595
2 C -0.72384 -0.03252 1.28140
3 C -1.04675 -0.51706 -0.15960
4 C 0.28312 0.08346 -0.60768
5 C 0.83531 0.33543 -1.93190
6 O 1.31865 -0.73374 -1.12038
7 C 0.44809 0.81940 0.71922
8 H 0.35949 -1.56522 1.75723
9 H -1.51668 0.52496 1.78495
10 H -1.14304 -1.60116 -0.27599
11 H -1.91711 -0.02328 -0.60415
12 H 0.27783 0.03057 -2.81809
13 H 1.53331 1.16023 -2.07877
14 H 1.41027 0.67725 1.22110
15 H 0.22370 1.88921 0.65672

Cartesian forces, eV/Å:
O 0.210 -0.193 -0.073
C -0.231 0.283 -0.025
C -0.054 -0.081 -0.051
C -0.128 0.129 0.009
C -0.078 0.227 -0.202
O 0.150 -0.206 0.048
C 0.102 0.050 0.030
H -0.102 0.028 0.136
H 0.108 -0.068 -0.091
H 0.022 0.147 0.017
H 0.132 -0.061 0.072
H 0.078 0.028 0.150
H -0.095 -0.135 0.043
H -0.132 0.013 -0.061
H 0.017 -0.160 -0.002

## Properties
SMILES string = O[C@H]1C[C@]2(CO2)C1
LUMO energy = 0.034 hartree
energy = -9407.5596 eV

---

(10)
Molecular formula: C5H8O2
Method: DFT, wB97M-V/def2-TZVPD

Cartesian coordinates (Å):
1 C -1.20558 1.44704 -0.32585
2 C -0.01868 0.81545 -0.94993
3 C 1.18406 0.91891 -1.44726
4 C 0.61481 -0.44658 -1.40822
5 O 1.08023 -1.43045 -0.51322
6 H -1.10179 2.53521 -0.28221
7 H -2.11163 1.20072 -0.89052
8 H -1.34104 1.07364 0.69533
9 H 2.03343 1.54421 -1.68586
10 H 0.28552 -0.96045 -2.31369
11 H 1.31804 -0.97384 0.31150
12 C -0.19481 -1.42923 2.18984
13 O 0.62184 -0.53747 2.13706
14 H -0.34082 -2.12092 1.34267
15 H -0.82090 -1.57770 3.08862

Cartesian forces, eV/Å:
C -0.012 0.020 0.023
C 0.190 0.040 -0.066
C -0.154 0.070 0.109
C -0.149 -0.033 -0.361
O 0.118 0.104 0.202
H 0.002 -0.158 -0.005
H 0.130 0.021 0.076
H 0.028 0.047 -0.152
H -0.130 -0.096 0.023
H 0.049 0.102 0.114
H -0.015 -0.086 -0.123
C 0.250 0.288 0.066
O -0.394 -0.430 0.097
H 0.020 0.068 0.059
H 0.068 0.042 -0.061

## Properties
SMILES string = CC1=C[C@H]1O.C=O
LUMO energy = 0.020 hartree
energy = -9406.3679 eV

---

Q: Which of these has the highest LUMO energy?
A: number 1